Density functional theory data (ωB97M-V/def2-TZVPD) for an isolated molecule of C14H14ClNO2S.

Geometry as XYZ:
```
33
Properties=species:S:1:pos:R:3
Cl -5.14814 -1.68737 -0.81579
S -0.66981 2.33203 0.90494
O 4.39612 1.24828 -1.85274
O 4.27816 -1.37609 -0.93562
N 1.93666 -1.05303 1.80824
C -4.18444 0.48685 0.46327
C 0.79196 1.96431 -0.11894
C -2.59773 -0.80923 -0.80143
C 3.60597 -2.76795 1.52482
C -3.89012 -0.59523 -0.35398
C 2.90834 -1.52670 1.04934
C 1.56302 0.73175 0.26167
C 3.02956 0.92605 -1.83971
C 1.29019 0.03165 1.43119
C 2.59528 0.25883 -0.55319
C -1.87300 1.15379 0.37382
C -3.17654 1.35676 0.82263
C 3.27078 -0.89513 -0.14499
C -1.58748 0.06263 -0.43552
H 2.78595 0.25216 -2.67808
H 0.44926 1.92346 -1.15382
H 4.66794 -2.58269 1.69200
H -3.38804 2.20484 1.45531
H -0.58420 -0.13023 -0.78002
H 0.50973 0.35827 2.10373
H -5.19313 0.64573 0.81004
H 4.89155 0.42867 -1.72634
H -2.37640 -1.65647 -1.43129
H 2.50734 1.87062 -1.99071
H 4.63595 -2.18054 -0.54117
H 1.42150 2.84884 0.00445
H 3.49523 -3.58215 0.80707
H 3.15629 -3.07250 2.46466
```

E_tot   -1605.5075 Eh
SMILES string   Cc1ncc(CSc2ccc(Cl)cc2)c(CO)c1O
LUMO energy   0.425 eV
Energy relative to the best compared isomer or geometry (same formula, charge and spin)   0.306 eV